[1]
C49H37BrF4N9O2PSn | ωB97M-V/def2-TZVPD

```
104
C49H37BrF4N9O2PSn (ωB97M-V/def2-TZVPD)
H 1.23786 3.03132 -7.16401
C 4.95929 3.75660 4.62837
H -4.57299 1.95139 4.28270
H 2.08534 0.89396 -6.23865
C -2.45358 -5.00493 -2.98240
C -2.10830 2.30391 0.39686
H 3.81753 2.48180 -3.75096
C 1.05813 1.10990 -4.37994
C -0.20108 1.46410 -2.22980
P -2.04961 -1.53122 -0.74583
H -3.25279 -0.06079 4.98230
H -2.65968 0.15260 -5.35775
F -0.92662 -6.63813 -3.70015
N 0.71073 -1.49954 2.60259
H -5.01884 2.07042 -2.34476
H -5.14634 -1.80789 -0.81316
C 0.94570 2.72057 -6.16750
C 5.01519 -2.06000 0.83012
C 3.60570 3.55082 4.38156
C 2.56820 2.36405 -1.90466
C 4.14922 2.38903 2.35679
Br 1.10761 -2.81339 -0.96256
H 1.41945 3.18826 2.07891
H 3.81449 1.85800 1.47392
N 4.18414 0.95048 -2.28592
H 1.14472 3.05969 3.80957
C -2.89127 -0.55962 -2.04915
C -5.63689 -2.58426 1.11526
F -3.95477 -3.39108 -2.31388
H -2.69063 3.15619 0.04924
H 5.89836 -0.97913 -0.77464
H -0.28252 4.45373 -5.81169
C -1.68786 -3.10882 -1.66286
H 6.23422 2.21539 1.89970
C -2.00028 0.03839 3.24933
N 2.60040 1.48817 -0.84853
C 3.57085 0.64734 -1.10949
C -3.80121 -3.01275 2.60171
C 1.72025 2.64523 2.97670
C -3.75994 1.57926 3.67237
H 3.30990 -2.43141 2.18656
H 1.83443 3.15315 -1.96001
F -3.45028 -5.65585 -3.58092
C 0.51306 -2.80048 2.88078
N -1.68031 0.63237 2.09803
H -1.74340 -1.37647 -3.67563
H -1.86507 -2.49732 1.85129
C -2.40274 1.69815 1.70183
C -3.91506 1.19902 -3.96610
N 5.09241 -1.13847 -0.19635
H 1.19188 -0.15300 -3.01202
H 0.76671 -4.05368 4.69420
H -1.40596 -0.82502 3.52290
H 4.91871 0.43961 -2.74240
H -3.99299 3.06475 2.13154
C -5.16361 -3.02946 2.34418
H -5.85708 -3.38249 3.09703
H -3.41739 -3.34635 3.55846
C 3.77716 -1.89550 1.37375
C 0.82738 -3.08873 4.21531
H 2.86872 3.92442 5.08454
C -2.69068 -3.82493 -2.30474
C -4.75682 -2.13423 0.14178
C -3.38557 -2.11019 0.38806
C 3.54398 2.05208 -2.80382
N -1.22207 1.75784 -0.33859
C -3.44202 2.20026 2.47872
C 1.46858 0.46416 3.81440
C 3.18981 2.86891 3.24662
C 3.92124 -0.45212 -0.21643
C 5.90764 3.27662 3.73919
O 0.26380 0.37070 -1.79197
C -0.14377 -4.81622 -2.43231
H 1.80576 0.86495 4.77525
H 0.17650 -3.48917 2.11746
C -4.31588 1.30193 -2.64152
H -6.69964 -2.59875 0.90732
H 1.56693 -1.70333 5.79962
C -1.17003 -5.50565 -3.04664
C 1.42441 1.52865 -5.66134
C -0.39603 -3.63812 -1.74947
O 1.56232 -0.05404 -3.93812
H 6.96112 3.43602 3.93064
C 0.09202 3.52094 -5.41054
H -0.94730 3.69749 -3.53516
C -2.92627 -2.54228 1.63295
C 0.18964 1.90520 -3.60500
H 5.81942 -2.73911 1.05237
C -3.03086 0.47004 4.06719
N 1.37186 1.23156 2.79044
F 1.08658 -5.32555 -2.52289
C 5.49704 2.59106 2.59957
C 1.16071 -0.92680 3.76659
Sn 0.50744 0.06764 0.80055
C -0.27542 3.10694 -4.14349
H -4.10151 0.54295 -0.65164
H -4.30404 1.88441 -4.70851
H 5.26990 4.28789 5.51943
C 1.24274 -1.87973 4.78452
N 3.11184 -0.89265 0.70889
C -2.99574 0.22572 -4.33110
C -3.79939 0.43679 -1.68813
N -1.01049 2.28057 -1.55751
C -2.48645 -0.64471 -3.37924
```

Energy above the lowest of the compared OMol25 structures with the same formula, charge and spin in kcal/mol: 8.4
Orbital gap in eV: 7.09

[2]
C49H37BrNOP2S2W | ωB97M-V/def2-TZVPD

```
94
C49H37BrNOP2S2W (ωB97M-V/def2-TZVPD)
C -0.73516 3.49399 2.77652
C 0.31723 3.71222 -4.81324
H -7.40142 -0.65943 -1.82466
C 1.13760 -1.21061 -0.90948
H -0.65297 -0.92227 -2.61542
C -2.29725 2.40412 -0.99408
C 5.66377 1.89740 -0.03905
C 4.81478 1.32515 0.90574
C -5.90907 0.42311 -0.72531
C -1.89679 0.87503 -2.55417
H 0.49303 6.45997 1.70556
H 1.75407 1.14141 -3.15006
Br 5.18320 -3.37492 -0.36029
C 3.44283 1.36551 0.72017
O 1.07992 0.54975 2.80977
C -3.67425 -0.62029 3.08903
H -1.31933 3.08123 3.58701
H -3.89719 1.97791 -5.09034
C -1.53346 0.45573 2.97194
C -0.10125 4.47658 -3.73579
H -2.22208 2.90837 -0.04037
C 0.14093 4.04946 -2.43746
C -2.66586 0.31766 5.06805
C -4.66842 0.36319 -0.11910
C 0.79490 4.58373 0.71701
C 1.63596 -1.42093 0.37065
C -0.18802 2.67218 1.79677
C -5.70722 -1.88846 -1.37177
C 1.77462 -1.75036 -2.03123
H 0.51870 -5.69209 0.65568
C 0.98059 2.50959 -4.60160
C -1.54197 -2.44013 0.68949
C -2.55874 -0.24884 2.34020
H 3.51284 -2.80380 -2.69295
C -1.38647 -3.15715 -0.50531
H -1.84863 -2.80558 -1.42114
C -2.81481 1.67609 -3.23928
H -6.48600 1.33725 -0.68703
C -0.06129 -4.77874 0.66129
H -4.29799 1.23203 0.41411
C -3.93062 -0.82292 -0.14975
C -1.55199 0.70702 4.33767
C -1.34461 -0.26362 -3.14546
H -2.70123 0.50904 6.13202
H -4.48683 -1.16175 2.62034
H -2.89840 -0.00771 -6.14299
C 0.53993 3.21611 0.72072
C 1.22345 2.07471 -3.30987
C -0.98189 -2.92265 1.87981
H 2.79351 0.94239 1.47387
H -6.12282 -2.77044 -1.83918
C -0.23898 -4.08638 1.85796
H 5.80345 2.97453 -1.88588
C -0.51055 4.86237 2.72063
H 1.40477 5.01780 -0.06524
H -4.59296 -0.62015 5.02235
P -2.32053 -0.82661 0.63489
H -0.92830 5.50569 3.48287
P 1.13877 2.12296 -0.60859
N -1.61517 1.31572 -1.27009
H -0.19130 4.66609 -1.61488
C -2.62616 0.25459 -5.12957
S -0.09533 0.89808 2.02889
H 3.28997 -2.15724 1.54441
C 3.53389 -2.52227 -0.55805
H 1.11022 -1.07417 1.27791
H 5.22271 0.85907 1.79245
H -0.60772 5.41796 -3.90392
H 1.31981 1.92135 -5.44364
C 2.92080 1.98618 -0.42070
C -6.42586 -0.70264 -1.35964
C -1.71671 -0.56159 -4.43916
H -0.70636 1.17624 4.82593
C 3.77166 2.56957 -1.35713
H 0.19044 -4.47153 2.77288
C 0.80965 2.84917 -2.21782
W -0.21087 0.07727 -0.22319
C 2.87248 -2.03175 0.55504
C 5.14240 2.51863 -1.16126
C 2.97266 -2.39623 -1.84912
C -4.46110 -1.95445 -0.76826
H -0.53446 -4.89088 -1.42900
H -1.31351 -1.43380 -4.93503
H 1.37480 -1.61691 -3.02829
H 3.38062 3.07160 -2.23073
C -3.18758 1.36783 -4.54884
C -3.72963 -0.32339 4.44310
S -3.32000 2.97978 -2.22099
H 0.13805 4.05772 -5.82268
C -0.64689 -4.32670 -0.51315
H 6.73452 1.86785 0.11012
H -1.12928 -2.39683 2.81479
H -3.92570 -2.89459 -0.76457
C 0.27986 5.39965 1.71544
```

Orbital gap in eV: 6.68
Charge: +3

We obtain lowest unoccupied orbital energy values of 0.06 -9.47 eV for the records listed above, in that order.
We obtain HOMO values of -7.02 -16.16 eV for the records listed above, in that order.